[1]
Computed, not measured: a structure of composition C3H35BeO15 at a distorted geometry, with wB97M-V/def2-TZVPD.

The energy above the lowest of the compared OMol25 structures with the same formula, charge and spin is 69.4 kJ/mol. The HOMO energy comes out at -12.3 eV. Its LUMO energy is -3.7 eV. The total energy comes out at -1278.51400 a.u. Its charge is +1.

Each line ends with the natural charge from an NBO analysis.
Atoms and positions in Å:
1 H -0.6976 -0.2929 -2.9899  0.50
2 O -2.0363 -1.8783 -2.7793  -0.98
3 H 0.4161 -3.5245 1.2922  0.48
4 H 1.6264 4.2141 0.0911  0.52
5 H 2.2163 1.1426 -2.4107  0.56
6 H -1.1596 0.8445 2.6983  0.21
7 H 2.7787 2.6850 -2.3279  0.52
8 O 0.4103 -2.2904 -1.3180  -0.94
9 H 3.0067 0.0151 0.6668  0.53
10 H 2.2268 -2.1962 1.6711  0.52
11 O 2.5197 0.4905 3.4642  -0.97
12 H 2.5828 0.6330 2.5344  0.49
13 C -1.6501 -0.1667 0.1654  -0.61
14 H -1.7813 -2.8383 -2.7509  0.51
15 O 0.1545 0.1486 -3.0000  -0.95
16 O -4.3365 -1.3105 -1.0379  -0.93
17 H -2.2233 -0.4097 1.0281  0.20
18 O -2.4688 1.2735 -3.0344  -0.95
19 H -0.3779 3.9146 -2.4263  0.51
20 H -4.1312 -0.6043 -0.4496  0.46
21 H -0.4895 -1.9898 -1.1599  0.47
22 H -2.9941 0.6093 -3.5127  0.49
23 H -2.4989 -1.7431 -3.6400  0.49
24 O 3.2408 0.9671 0.8347  -1.02
25 H 0.0342 -0.6899 5.3547  0.46
26 H 1.0153 0.3743 4.7777  0.49
27 H 3.4214 0.6420 3.7687  0.48
28 O 2.0854 2.0712 -2.1368  -1.03
29 O 0.4776 0.1210 5.5542  -0.96
30 H 0.1100 0.6091 -3.8148  0.45
31 H -1.2406 2.7232 -2.1217  0.53
32 H -2.1761 0.5189 -0.5154  0.21
33 H 3.9797 1.2005 0.2398  0.48
34 O 1.2881 3.2893 0.0645  -1.02
35 C -0.4080 0.2980 0.7832  0.11
36 H 0.3520 -3.1638 -1.6213  0.47
37 O 0.3765 0.8919 -0.1920  -1.13
38 H -1.0534 -1.7902 2.0551  0.46
39 O 1.1147 -4.1886 1.3079  -0.95
40 H 1.6950 -1.5941 0.2764  0.50
41 H 0.0646 -0.5585 1.2597  0.14
42 C -0.5163 1.3012 1.8829  -0.63
43 Be 0.7486 2.1585 -0.9886  1.72
44 H -2.1326 -2.8536 1.8064  0.49
45 H 1.8131 2.9294 0.7835  0.55
46 H 0.4239 1.4317 2.3641  0.22
47 H -2.2282 1.8298 -3.7742  0.47
48 H 1.7175 -3.9179 0.6112  0.46
49 O -0.4122 3.1500 -1.8795  -1.00
50 H -3.6466 -1.2561 -1.6972  0.47
51 O -1.2069 -2.7294 2.1158  -0.94
52 H -0.9928 2.2587 1.5983  0.20
53 H -1.4972 -1.1033 -0.3463  0.18
54 O 2.4591 -1.6466 0.8746  -1.00

Force components x, y, z for each atom (eV/Å):
H -0.13 -0.48 0.58
O -0.28 -0.77 -1.04
H -0.43 -0.15 0.17
H -0.81 -0.57 -0.72
H 0.26 0.50 -0.08
H 0.48 0.68 -0.61
H 0.83 0.09 -0.25
O 0.41 1.85 0.84
H 0.22 0.44 0.20
H 0.13 0.76 -1.17
O -0.08 -0.09 1.27
H 0.16 0.20 -1.17
C -1.12 -0.43 -0.07
H -0.52 1.31 -0.27
O 0.53 -0.13 0.57
O -0.51 -0.64 -0.49
H -1.51 -0.28 0.43
O -0.36 -0.34 -0.52
H 0.52 1.15 -0.56
H 0.03 0.82 0.83
H 0.20 -0.03 -0.12
H -0.15 0.16 0.66
H 0.52 -0.60 0.85
O 0.43 0.19 -0.91
H -0.24 -0.72 -0.31
H -0.23 -0.46 0.42
H -0.12 -0.08 0.19
O -1.58 -1.16 0.44
O 0.52 1.13 -0.12
H 0.18 0.77 -1.39
H -0.29 -0.62 0.32
H 0.35 0.06 0.46
H -0.46 -0.43 0.63
O 1.14 2.27 0.96
C 1.28 2.16 -0.71
H -0.03 -2.06 -0.55
O 1.70 0.96 -2.11
H -0.04 0.42 0.15
O 0.24 0.04 -0.03
H -0.02 -0.44 0.18
H 0.64 -0.36 -0.27
C -2.65 -0.49 1.81
Be -0.44 -1.51 0.67
H 0.91 0.05 0.35
H 0.06 -1.28 0.45
H 0.86 0.41 0.16
H 0.15 0.49 -0.37
H 0.14 -0.14 -0.13
O -0.36 -1.09 0.55
H 0.37 -0.29 -0.19
O -0.94 -0.55 -0.40
H 0.35 -0.45 -0.03
H -0.20 -0.05 -0.20
O -0.09 -0.22 0.64

---

[2]
Computed, not measured: a structure of composition C4H5NO2 at a distorted geometry, with wB97M-V/def2-TZVPD.

The energy above the lowest of the compared OMol25 structures with the same formula, charge and spin is 633.8 kJ/mol. The HOMO energy comes out at -9.9 eV. Its LUMO energy is 0.8 eV. The total energy comes out at -360.42800 a.u. Its charge is 0.

Each line ends with the natural charge from an NBO analysis.
Atoms and positions in Å:
1 C -1.7138 -0.6269 0.1110  -0.07
2 N 1.9283 -0.1329 -0.1053  -0.05
3 H -0.2742 0.6832 1.3906  0.19
4 H -2.5038 -1.0641 -0.4894  0.21
5 H -1.9345 -0.6128 1.1193  0.18
6 H 2.0168 1.8305 -0.1294  0.23
7 C -0.2285 -0.5655 -0.2233  0.03
8 H -0.1803 -0.6386 -1.2528  0.19
9 O -1.6495 0.8097 -0.2489  -0.49
10 C -0.1841 0.7151 0.3298  0.00
11 C 1.2340 0.9840 -0.0583  -0.05
12 O 0.9910 -1.0982 0.1417  -0.37

Force components x, y, z for each atom (eV/Å):
C -0.15 1.44 -1.60
N -2.65 2.27 0.69
H -0.26 0.36 1.02
H 0.43 -0.61 -0.18
H -0.48 -0.71 2.29
H -2.22 -0.73 0.11
C -0.37 -3.24 0.48
H -0.31 0.74 -2.48
O 1.44 0.74 0.89
C -1.02 2.70 -1.39
C 4.30 2.00 -0.85
O 1.29 -4.96 1.02

---

Please write out number 2 again, unchanged.
Computed, not measured: a structure of composition C4H5NO2 at a distorted geometry, with wB97M-V/def2-TZVPD.

The energy above the lowest of the compared OMol25 structures with the same formula, charge and spin is 633.8 kJ/mol. The HOMO energy comes out at -9.9 eV. Its LUMO energy is 0.8 eV. The total energy comes out at -360.42800 a.u. Its charge is 0.

Each line ends with the natural charge from an NBO analysis.
Atoms and positions in Å:
1 C -1.7138 -0.6269 0.1110  -0.07
2 N 1.9283 -0.1329 -0.1053  -0.05
3 H -0.2742 0.6832 1.3906  0.19
4 H -2.5038 -1.0641 -0.4894  0.21
5 H -1.9345 -0.6128 1.1193  0.18
6 H 2.0168 1.8305 -0.1294  0.23
7 C -0.2285 -0.5655 -0.2233  0.03
8 H -0.1803 -0.6386 -1.2528  0.19
9 O -1.6495 0.8097 -0.2489  -0.49
10 C -0.1841 0.7151 0.3298  0.00
11 C 1.2340 0.9840 -0.0583  -0.05
12 O 0.9910 -1.0982 0.1417  -0.37

Force components x, y, z for each atom (eV/Å):
C -0.15 1.44 -1.60
N -2.65 2.27 0.69
H -0.26 0.36 1.02
H 0.43 -0.61 -0.18
H -0.48 -0.71 2.29
H -2.22 -0.73 0.11
C -0.37 -3.24 0.48
H -0.31 0.74 -2.48
O 1.44 0.74 0.89
C -1.02 2.70 -1.39
C 4.30 2.00 -0.85
O 1.29 -4.96 1.02